C21H31F5IrP2 | wB97M-V/def2-TZVPD

relative energy (zero: lowest compared OMol25 entry of this formula, charge and spin)	9.0	kcal per mole
<S²>	8.802
spin multiplicity	6
electronic energy	-2104.14285	hartree
net charge	+2
frontier orbital gap (alpha / beta)	0.2709 / 0.2059	Ha
HOMO level (alpha / beta)	-12.806 / -13.469	eV

Geometry (Å):
H  0.379  3.364  -2.932
H  -1.571  -1.563  -2.766
C  -1.495  2.032  2.221
F  2.344  2.494  0.536
H  0.939  -2.584  1.271
H  -1.712  -3.607  -6.378
P  0.055  2.068  -5.034
H  -0.765  -0.798  -7.309
H  -0.837  -2.995  1.431
Ir  -0.497  -0.532  0.764
F  1.454  4.151  2.431
H  -1.481  4.015  -5.268
C  -1.655  0.453  -3.338
C  -1.799  -3.089  -5.404
H  1.963  2.042  -1.916
H  0.356  1.181  -7.151
H  1.331  0.261  -5.985
P  -0.443  -1.916  -5.267
H  -0.965  3.427  -6.863
H  -1.758  -3.857  -4.616
C  -1.217  1.320  0.978
H  -1.815  -0.047  -6.074
H  1.706  -1.931  -6.385
H  -2.199  2.544  -5.941
H  -2.349  0.613  -2.479
C  0.316  0.685  -6.159
C  -0.788  -0.422  -6.271
H  0.476  -2.403  -3.344
F  -2.058  1.725  -0.108
C  -1.259  3.110  -5.855
F  -0.850  3.683  3.803
C  0.312  2.315  -3.267
C  -0.809  -0.769  -2.908
C  -0.568  2.915  2.732
C  0.931  -2.683  -6.180
C  1.468  3.239  -5.431
H  2.441  2.733  -5.332
H  1.350  -3.499  -5.570
H  1.446  4.102  -4.741
C  1.135  2.236  1.110
C  0.235  1.265  0.692
H  2.573  0.968  -4.207
H  2.477  -1.582  -4.015
C  -1.061  1.830  -3.611
F  -2.703  1.879  2.796
H  -1.844  2.601  -3.570
H  0.543  -3.083  -7.131
H  3.094  0.262  -2.712
H  -2.779  -2.589  -5.371
C  0.340  -1.392  -3.810
C  1.698  -0.844  -3.770
H  -0.071  -2.761  -0.218
H  -0.398  -0.605  -1.896
C  -0.081  -2.432  0.842
C  0.685  3.084  2.118
C  2.181  0.436  -3.322
H  -2.342  0.212  -4.183
C  1.278  1.386  -2.483
H  0.754  0.863  -1.656
H  1.362  3.615  -6.460